Computed, not measured: a cluster of 2 separate species, C4H9O2 in total at a distorted geometry, with ωB97M-V/def2-TZVPD.

As for the multiplicity: 2. The HOMO-LUMO gap (spin up / spin down) is 9.003 / 9.697 eV. The energy above the lowest of the compared OMol25 structures with the same formula, charge and spin comes out at 8.8 kcal per mole. Its LUMO energy (spin up / spin down) is 0.65 / -0.27 eV. The HOMO energy (spin up / spin down) is -8.35 / -9.97 eV. Its expectation value of S² is 0.754.

XYZ file:
```
15
Properties=species:S:1:pos:R:3:forces:R:3:nbo_charge:R:1
H -0.862 -0.844 4.579 0.069 -0.271 0.093 0.465
C -3.745 -2.109 4.483 -0.459 2.001 0.833 -0.296
C -3.280 -3.456 4.326 0.379 -1.745 -0.436 -0.601
C -4.336 -4.608 4.112 0.424 0.571 1.116 0.626
O -4.519 -5.443 4.988 0.049 1.156 -1.868 -0.523
C -5.037 -4.474 2.770 -0.078 -0.348 0.106 -0.733
H -3.538 -1.630 5.444 -0.408 0.063 -0.376 0.181
H -3.938 -1.461 3.621 -0.120 -0.361 0.422 0.173
H -2.698 -3.360 3.412 0.395 -0.834 -0.335 0.227
H -2.632 -3.772 5.137 0.013 -0.021 0.162 0.236
H -4.437 -3.896 2.061 0.154 -0.288 0.150 0.220
H -5.245 -5.468 2.371 -0.225 0.156 -0.034 0.243
H -5.955 -3.885 2.866 -0.081 -0.333 0.263 0.249
O 0.093 -0.709 4.617 -0.350 0.974 -0.325 -0.931
H 0.157 0.231 4.353 0.239 -0.719 0.230 0.466
```
Positions in Å, forces in eV/Å.